(1)
{
  "formula": "C10H15N5",
  "method": "the ωB97M-V functional and the def2-TZVPD basis",
  "symbols": ["H", "C", "C", "N", "N", "H", "H", "C", "H", "H", "H", "H", "C", "H", "C", "H", "N", "C", "C", "C", "H", "C", "C", "N", "H", "H", "H", "N", "H", "H"],
  "coordinates": [[0.97797, 2.54180, -2.65098], [-3.77567, -0.99170, -0.46474], [-1.29566, -0.36479, -0.07654], [-2.82551, 0.87436, 0.85400], [-3.66487, -2.14511, -0.91590], [-0.25587, 3.71518, 0.50615], [0.85089, 0.96715, -2.17390], [-2.63874, -0.22772, 0.07204], [-4.56145, -2.57371, -1.05726], [3.65873, -2.30730, 0.44364], [1.45232, -3.18399, -0.78917], [-4.66837, -0.41650, -0.55953], [0.68995, 3.65260, -0.08494], [1.64687, -4.09504, 0.93090], [0.80485, 2.24576, -0.59368], [0.41312, -2.63357, 0.62428], [1.36649, -0.05641, 1.22094], [2.06149, -0.77794, 0.49253], [2.52664, -2.15806, 0.84718], [0.83813, 1.92235, -1.86215], [-0.65208, -1.10601, -0.48685], [0.54550, 1.06278, 0.93838], [1.51457, -3.11056, 0.36128], [-0.74740, 0.60737, 0.71590], [2.65031, -2.16565, 2.00746], [2.16349, -0.46895, -0.65705], [0.56870, 4.20372, -1.07593], [-1.76979, 1.34899, 1.27079], [1.56013, 3.87481, 0.40270], [0.56528, 1.76615, 1.76044]],
  "atomic_forces_ev_per_a": [[0.08, 2.61, -1.98], [0.80, 1.57, -0.01], [1.37, 0.28, 1.27], [-3.56, -0.77, -0.31], [0.89, -1.79, 0.52], [0.93, 0.33, -0.20], [-0.03, -3.54, -0.77], [0.06, 0.29, -0.57], [-0.52, 0.00, -0.81], [-2.73, 0.11, 0.65], [0.46, -0.32, 1.82], [-1.04, 0.41, 0.59], [-2.84, -1.11, -3.13], [-0.49, 1.15, -1.37], [-0.50, -1.27, 3.31], [2.66, -1.53, -0.27], [-0.26, 0.01, 1.82], [0.14, 0.81, -3.91], [3.89, 1.60, 1.96], [0.15, -0.23, 2.51], [-0.01, -0.30, -0.56], [2.25, 1.56, -3.68], [-3.40, -0.79, -0.40], [-2.84, -0.11, 0.19], [-0.43, -0.20, -1.96], [0.12, -0.62, 1.99], [0.20, 0.13, 1.64], [2.83, 0.47, 0.11], [1.97, 1.16, 1.59], [-0.15, 0.08, -0.02]],
  "lowdin_charge": [0.0308, -0.2119, 0.0173, 0.0318, 0.1026, 0.0889, 0.0084, -0.2523, 0.0431, 0.1525, 0.0989, 0.1018, -0.0873, 0.0945, -0.1845, 0.1135, 0.0824, -0.2216, -0.3053, 0.0120, 0.1035, -0.1898, -0.1533, -0.0956, 0.1378, 0.1571, 0.1027, 0.0576, 0.0393, 0.1252],
  "orbital_gap_ha": 0.348,
  "energy_ev": -18058.0574,
  "fmax_ev_per_a": 4.6,
  "total_charge": 0,
  "homo_energy_ev": -8.8,
  "de_lowest_kcal_mol": 116.92
}


(2)
{
  "formula": "C11H19F3O11Si2",
  "method": "the ωB97M-V functional and the def2-TZVPD basis",
  "symbols": ["O", "Si", "H", "C", "C", "C", "Si", "H", "H", "H", "O", "O", "H", "H", "C", "H", "O", "H", "O", "O", "O", "O", "H", "H", "C", "F", "H", "C", "O", "O", "H", "C", "H", "F", "H", "F", "C", "O", "H", "H", "C", "H", "C", "H", "H", "C"],
  "coordinates": [[-0.98162, -0.28415, 1.04730], [-1.01023, -1.13875, -4.44850], [5.90899, 1.27790, 2.60779], [3.40881, 1.80399, 3.77313], [0.68146, -1.31782, -3.72704], [-0.31791, -1.42368, 0.76750], [-3.28690, -2.12768, -2.78000], [-3.90164, -2.71897, -3.98912], [-3.62686, 1.42499, 1.15427], [-4.31521, -1.37281, -2.03401], [0.73090, -1.58139, 1.59984], [2.25918, 2.05014, 3.62184], [0.06652, -3.35458, -3.21071], [1.72309, 0.19058, 1.90673], [-3.30771, 1.42840, -1.03498], [-2.53088, 1.87184, -1.66074], [-2.10498, -1.06986, -3.20991], [5.52586, 1.42358, 5.63487], [-4.17075, 3.14968, 0.20423], [4.03505, 0.71560, 3.27507], [-0.60488, -2.18180, -0.10586], [4.28106, 2.56363, 4.48009], [1.65768, -3.25618, -3.94986], [1.45094, -0.95547, -4.41960], [5.44056, 0.84851, 3.49475], [1.25242, -0.72786, 3.61030], [0.70765, -0.64673, -2.85398], [-3.28205, 2.06793, 0.34192], [-4.59216, 1.81503, -1.52251], [1.62214, -2.80156, -1.98204], [-2.75904, -3.20545, -1.92497], [-0.45714, 0.26292, 2.26776], [-1.07149, -0.07719, 3.10261], [-2.05312, 2.54535, 0.67550], [0.98132, -2.43314, -1.36443], [6.52918, 2.71923, 4.50889], [0.91301, -0.38616, 2.34949], [-5.96614, 3.55351, -1.10490], [5.86528, -0.12246, 3.72538], [-1.16629, 0.08566, -5.26086], [0.98770, -2.74836, -3.24814], [-1.35377, -2.32568, -5.27642], [5.49581, 1.85691, 4.63389], [-3.21485, 0.34874, -1.03571], [-0.43953, 1.34477, 2.20997], [-5.00946, 2.90879, -0.84881]],
  "atomic_forces_ev_per_a": [[-0.08, -0.05, 0.02], [-0.20, -0.02, -0.20], [0.06, -0.04, 0.01], [0.08, -0.02, -0.02], [0.36, 0.13, 0.13], [-0.02, -0.03, 0.06], [-0.24, -0.10, 0.09], [0.01, 0.02, 0.01], [0.11, -0.01, 0.02], [0.01, -0.01, 0.01], [0.08, 0.07, -0.15], [-0.04, 0.08, -0.07], [0.09, 0.10, 0.00], [0.03, 0.00, 0.11], [0.17, 0.09, 0.05], [0.03, -0.04, 0.01], [0.02, -0.05, -0.04], [0.09, 0.03, 0.00], [-0.13, 0.01, 0.07], [-0.04, 0.00, -0.11], [-0.03, 0.17, -0.04], [-0.08, -0.02, 0.14], [-0.12, 0.13, 0.08], [-0.08, -0.02, 0.14], [0.02, 0.12, 0.02], [-0.09, -0.05, 0.07], [0.03, -0.09, -0.17], [-0.17, -0.09, 0.00], [-0.04, 0.01, -0.12], [0.04, 0.24, -0.28], [0.04, -0.02, -0.01], [0.05, -0.05, 0.08], [0.01, 0.07, 0.04], [0.07, 0.07, -0.09], [-0.02, -0.22, 0.32], [0.02, 0.04, -0.10], [0.01, -0.04, -0.10], [0.02, 0.03, -0.03], [-0.03, -0.01, 0.05], [0.06, 0.03, 0.02], [-0.07, -0.33, -0.07], [0.04, 0.07, -0.02], [-0.12, -0.13, 0.03], [-0.07, 0.00, 0.04], [0.02, 0.01, -0.07], [0.09, -0.06, 0.06]],
  "lowdin_charge": [0.0632, 0.4987, 0.1459, -0.5457, -0.2821, -0.5400, 0.5121, -0.0591, 0.1720, -0.0574, 0.1513, 0.1780, 0.0982, 0.1585, -0.0590, 0.1497, -0.5081, 0.1728, 0.1324, 0.0613, 0.1486, 0.1435, 0.1162, 0.0739, -0.0366, 0.0848, 0.0806, -0.3131, 0.0714, -0.0751, -0.0555, -0.0321, 0.1490, 0.0641, 0.0333, 0.0800, -0.3085, 0.1885, 0.1410, -0.0283, -0.3244, -0.0117, -0.3073, 0.0899, 0.1306, -0.5455],
  "orbital_gap_ha": 0.382,
  "energy_ev": -58147.4057,
  "fmax_ev_per_a": 0.4,
  "total_charge": 0,
  "homo_energy_ev": -10.1
}